Entry 1:
# C12H26O3

One molecule with the formula C12H26O3 in a non-equilibrium geometry (ωB97M-V/def2-TZVPD, the Open Molecules 2025 dataset).

The geometry in XYZ format:
```
41
Properties=species:S:1:pos:R:3:forces:R:3
C 0.588 3.526 -0.962 -1.4 -1.2 -1.1
C 1.676 2.530 -0.584 -0.5 0.5 -0.5
C 1.159 1.544 0.481 1.2 1.0 0.7
C 0.081 0.586 0.050 -0.8 -0.4 -0.1
C -0.271 -0.367 1.217 0.4 -0.6 -0.4
C 0.844 -1.339 1.577 -0.6 -1.4 1.0
C 0.998 -2.625 0.721 -0.4 0.8 1.1
C 1.495 -2.387 -0.671 0.3 -2.4 -2.1
C 2.847 -1.732 -0.917 1.4 0.2 2.1
O -0.546 0.290 2.413 -0.5 1.0 0.1
C -1.622 1.220 2.445 -1.5 1.6 0.0
O -1.332 -1.248 0.879 0.4 -0.1 0.3
O -2.335 -0.514 0.236 -1.1 -0.6 -1.2
C -2.468 -1.155 -1.054 0.7 1.0 0.1
C -3.536 -0.424 -1.819 -1.2 1.0 -0.9
H 0.327 4.194 -0.170 0.0 0.5 0.7
H -0.356 2.907 -1.161 1.1 1.2 -0.1
H 0.836 4.139 -1.846 -0.1 -0.4 0.3
H 2.533 3.137 -0.266 0.1 -0.6 0.3
H 1.966 2.030 -1.520 0.1 -0.2 0.4
H 0.781 2.137 1.364 0.3 -0.5 -0.9
H 2.038 1.010 0.876 -0.3 0.0 -0.1
H 0.275 -0.016 -0.858 0.5 0.3 0.6
H -0.830 1.122 -0.230 0.2 0.1 0.2
H 1.779 -0.819 1.644 0.5 0.3 0.0
H 0.637 -1.718 2.616 0.0 0.6 -0.8
H 0.030 -3.200 0.699 1.1 0.6 0.1
H 1.736 -3.176 1.316 -0.1 -0.4 -0.4
H 0.738 -1.910 -1.275 -0.4 0.2 -0.1
H 1.577 -3.444 -1.127 -0.2 1.4 0.4
H 2.956 -0.748 -0.289 0.0 -1.7 -1.4
H 3.628 -2.480 -0.524 -0.8 1.3 -0.4
H 3.106 -1.579 -1.984 -0.5 0.1 0.6
H -1.354 1.995 3.267 -0.6 -1.5 -1.2
H -2.658 0.692 2.673 2.2 1.1 -0.4
H -1.772 1.870 1.466 0.4 -1.5 1.8
H -1.498 -1.095 -1.564 -0.1 0.2 0.0
H -2.638 -2.214 -0.981 -0.5 -0.5 0.6
H -3.120 0.537 -2.326 -0.9 -1.5 1.2
H -4.459 -0.184 -1.131 1.8 -0.4 -1.5
H -3.836 -1.094 -2.682 0.0 0.8 1.0
```
Positions in Å, forces in eV/Å.

Computed properties:
* structure (SMILES): CCCCC(CCCC)(OC)OOCC
* lowest unoccupied orbital energy: 0.86 eV
* DFT total energy: -698.38964 Eh
* net charge: 0
* ΔE to the lowest compared entry with this formula, charge and spin: 0.358 eV


Entry 2:
# C12H27BI4O4S3

C12H27BI4O4S3 as an isolated structure in a non-equilibrium geometry (ωB97M-V/def2-TZVPD, the Open Molecules 2025 dataset).

The geometry in XYZ format:
```
51
Properties=species:S:1:pos:R:3:forces:R:3
C -0.639 -0.632 2.522 0.3 -1.0 -0.9
C 0.649 -1.244 1.656 1.6 4.4 -1.2
I 0.905 -3.417 1.689 0.0 1.6 0.0
C 1.589 -0.367 0.907 -2.8 -3.4 2.2
I 1.218 1.812 1.033 0.4 -1.7 -0.1
B 2.872 -0.858 -0.003 1.3 -0.2 1.2
O 4.181 -1.163 0.676 -3.2 -0.9 -1.1
C 2.867 -1.007 -1.644 1.2 -0.6 -0.3
I 1.563 0.453 -2.674 1.0 -0.2 0.3
C 2.444 -2.488 -2.204 1.8 0.0 -0.9
C 3.260 -3.745 -1.538 0.4 -0.3 -0.8
I 0.232 -2.764 -2.173 1.1 -0.4 0.1
H -1.449 -0.311 1.706 1.9 -0.6 1.9
H -1.110 -1.502 3.150 1.0 1.9 -1.3
H -0.348 0.282 3.197 -0.4 -1.8 -1.5
H 4.058 -1.888 1.356 0.0 1.6 -0.8
H 3.977 -0.794 -2.017 -2.4 -0.5 0.7
H 2.718 -2.497 -3.366 -0.8 0.1 2.6
H 3.122 -3.875 -0.384 0.0 0.2 -2.4
H 2.938 -4.712 -2.156 0.6 2.0 1.7
H 4.428 -3.629 -1.740 -2.5 0.1 0.4
C 1.693 2.897 -6.581 0.1 -0.1 0.1
S -0.090 2.911 -6.887 -0.2 -0.3 0.4
O -0.751 2.209 -5.738 0.4 0.3 -0.6
C -0.050 1.757 -8.279 0.0 -0.1 -0.1
H 1.901 3.530 -5.715 -0.2 -0.1 -0.1
H 2.029 1.878 -6.372 -0.1 0.1 0.0
H 2.217 3.294 -7.453 -0.1 0.0 0.0
H 0.393 0.808 -7.966 0.0 0.1 0.1
H 0.531 2.191 -9.097 -0.1 0.0 0.1
H -1.074 1.584 -8.617 0.1 0.1 0.1
C 1.003 4.079 5.491 -0.1 0.1 0.0
S 0.623 2.316 5.350 -0.3 0.0 -0.3
O -0.458 2.168 4.322 0.4 0.2 0.6
C -0.150 2.162 6.979 -0.1 0.0 0.1
H 1.465 4.410 4.557 -0.1 -0.2 0.1
H 0.085 4.648 5.661 0.0 -0.1 0.0
H 1.702 4.238 6.315 0.0 -0.1 -0.1
H -0.997 2.848 7.057 0.1 0.0 -0.1
H 0.586 2.383 7.755 0.0 0.0 -0.1
H -0.504 1.135 7.099 0.1 0.1 -0.1
C -4.542 -2.406 0.218 0.0 -0.1 0.0
S -4.134 -1.282 1.575 0.2 -0.4 0.3
O -3.144 -1.982 2.458 -1.0 0.0 -0.5
C -5.748 -1.377 2.387 -0.1 0.0 0.1
H -3.656 -2.530 -0.409 -0.1 0.1 0.2
H -4.843 -3.379 0.614 0.1 0.1 0.1
H -5.350 -1.979 -0.381 0.1 0.0 0.1
H -5.975 -2.412 2.650 0.1 0.0 -0.1
H -6.517 -0.982 1.718 0.1 0.0 0.0
H -5.716 -0.771 3.296 0.1 -0.1 -0.2
```
Positions in Å, forces in eV/Å.

Computed properties:
* lowest unoccupied orbital energy: -0.04 eV
* DFT total energy: -3184.38700 Eh
* net charge: 0


Entry 3:
# C12H27ClInO6S

C12H27ClInO6S as an isolated structure (ωB97M-V/def2-TZVPD, the Open Molecules 2025 dataset).

The geometry in XYZ format:
```
48
Properties=species:S:1:pos:R:3:forces:R:3
O 8.264 -0.050 -1.644 0.1 -0.1 -0.3
S 7.223 -1.038 -1.645 -0.1 0.6 0.6
O 6.930 -1.704 -0.418 -0.1 -0.2 -0.2
Cl 7.755 -2.485 -2.999 0.1 -0.1 -0.1
C 5.750 -0.327 -2.397 -0.1 -0.1 0.0
C 4.470 -0.564 -1.588 0.5 0.0 -0.2
C 3.236 -0.336 -2.467 -0.3 0.3 0.3
C 1.976 -1.078 -2.002 0.4 -0.1 -0.4
In 2.266 -3.248 -1.594 -0.1 -0.2 0.4
H 5.669 -0.763 -3.390 0.1 -0.1 0.0
H 6.019 0.723 -2.499 0.0 0.1 0.0
H 4.488 0.117 -0.736 -0.2 -0.1 0.1
H 4.498 -1.576 -1.188 -0.1 -0.1 -0.1
H 3.035 0.748 -2.463 0.1 0.0 -0.2
H 3.462 -0.587 -3.507 0.1 -0.2 0.0
H 1.229 -0.958 -2.792 -0.1 0.0 0.1
H 1.574 -0.590 -1.120 0.0 -0.1 0.0
H 2.771 -3.415 0.127 0.0 0.0 -0.1
H 3.606 -3.870 -2.604 0.0 0.0 -0.1
H 0.760 -4.203 -1.763 0.1 0.1 -0.1
O -0.326 0.145 -0.223 -0.2 0.1 0.2
C -1.045 0.950 -0.737 0.1 0.2 0.1
O -0.942 1.145 -2.077 0.0 -0.1 -0.1
C -1.866 1.939 -2.809 0.0 0.1 -0.1
C -1.493 3.408 -2.796 0.1 0.0 0.1
C -2.003 1.800 0.068 -0.1 -0.2 -0.2
H -2.886 1.775 -2.456 0.0 0.0 0.0
H -1.818 1.553 -3.827 0.0 0.0 0.0
H -1.522 3.818 -1.786 -0.1 0.0 0.0
H -2.179 3.982 -3.421 0.0 0.0 0.0
H -0.480 3.538 -3.177 0.0 0.0 0.0
H -1.472 2.679 0.432 0.0 0.0 0.0
H -2.332 1.220 0.920 0.1 0.0 0.1
H -2.890 2.119 -0.474 0.1 0.1 0.0
O -4.235 1.448 2.261 -0.2 0.1 0.0
C -4.478 0.752 3.208 0.1 -0.2 -0.1
O -3.530 0.606 4.152 0.0 0.2 0.1
C -3.754 -0.080 5.386 0.0 -0.2 0.1
C -3.525 -1.571 5.254 0.0 0.0 -0.1
C -5.768 -0.026 3.319 -0.1 0.2 0.2
H -4.743 0.154 5.783 0.0 0.0 0.0
H -3.027 0.350 6.073 0.0 0.0 0.0
H -4.231 -2.027 4.560 0.0 0.0 0.0
H -3.635 -2.057 6.224 0.0 0.0 0.0
H -2.521 -1.764 4.877 0.0 0.0 0.0
H -5.646 -0.971 2.790 0.0 0.0 0.0
H -6.549 0.548 2.828 0.1 0.0 -0.1
H -6.084 -0.228 4.339 0.1 -0.1 0.0
```
Positions in Å, forces in eV/Å.

Computed properties:
* lowest unoccupied orbital energy: 2.02 eV
* DFT total energy: -1973.31088 Eh
* net charge: -1
* ΔE to the lowest compared entry with this formula, charge and spin: 0.000 eV


Entry 4:
# C12H27O3P

One molecule with the formula C12H27O3P in a non-equilibrium geometry (ωB97M-V/def2-TZVPD, the Open Molecules 2025 dataset).

The geometry in XYZ format:
```
43
Properties=species:S:1:pos:R:3:forces:R:3
C -2.790 -3.006 1.188 0.3 0.1 0.1
C -1.534 -2.288 0.707 -0.2 -0.1 -0.2
C -1.524 -2.142 -0.815 0.5 0.2 0.2
C -0.456 -1.187 -1.359 -0.4 0.0 -0.2
O 0.833 -1.760 -1.500 -0.1 -0.3 -0.2
C 1.670 -1.627 -0.401 0.3 0.4 0.2
P 2.004 0.167 0.049 0.5 -0.8 1.6
O 1.887 1.107 -1.073 -0.2 0.6 -0.7
C 3.703 0.124 0.788 -0.6 0.0 -0.3
C 4.740 -0.001 -0.317 0.0 0.0 -0.1
C 0.954 0.584 1.555 0.4 -0.1 -0.4
O -0.339 1.002 1.238 -0.4 0.0 -0.1
C -0.414 2.365 0.839 -0.2 0.5 0.0
C -1.867 2.729 0.557 0.2 -0.4 0.0
C -2.469 1.985 -0.636 0.1 0.2 0.0
C -1.799 2.332 -1.960 -0.1 -0.1 0.2
H -3.679 -2.445 0.910 -0.1 0.0 0.0
H -2.857 -3.997 0.743 -0.1 -0.1 0.0
H -2.777 -3.115 2.270 -0.1 -0.1 0.1
H -1.486 -1.295 1.160 0.1 0.0 0.0
H -0.661 -2.856 1.035 0.1 0.1 0.0
H -2.496 -1.755 -1.130 -0.1 0.0 -0.1
H -1.387 -3.119 -1.284 -0.1 0.0 -0.1
H -0.733 -0.881 -2.372 0.0 0.1 0.1
H -0.394 -0.293 -0.727 -0.2 0.0 -0.1
H 1.310 -2.168 0.485 0.1 0.1 0.0
H 2.629 -2.058 -0.706 0.0 0.0 0.2
H 3.786 -0.686 1.514 -0.1 0.0 0.1
H 3.836 1.074 1.313 -0.1 -0.1 0.1
H 5.745 0.138 0.077 0.1 0.0 0.0
H 4.551 0.756 -1.075 0.1 0.0 -0.1
H 4.690 -0.977 -0.795 0.1 -0.1 -0.1
H 1.485 1.359 2.131 0.0 -0.1 0.0
H 0.858 -0.308 2.181 0.1 0.0 0.0
H -0.030 2.993 1.659 0.0 -0.1 -0.1
H 0.210 2.535 -0.042 0.0 0.0 0.0
H -2.454 2.502 1.449 0.0 0.1 0.1
H -1.913 3.805 0.380 0.0 0.1 0.0
H -2.395 0.912 -0.456 -0.1 -0.1 0.0
H -3.530 2.241 -0.694 0.0 -0.1 0.0
H -0.763 2.005 -1.976 0.2 0.0 -0.1
H -1.825 3.407 -2.130 0.0 0.1 -0.1
H -2.319 1.843 -2.781 0.0 0.0 -0.1
```
Positions in Å, forces in eV/Å.

Computed properties:
* structure (SMILES): CCCCOCP(=O)(CC)COCCCC
* lowest unoccupied orbital energy: 0.75 eV
* DFT total energy: -1040.50164 Eh
* net charge: 0
* ΔE to the lowest compared entry with this formula, charge and spin: 0.111 eV


no.,frontier orbital gap (eV)
1,10.6
2,8.0
3,6.1
4,10.0